No. 1
DFT (ωB97M-V with the def2-TZVPD basis set) results for 11 unconnected molecules or ions with the total composition C61H85FN13O7PS3 in a non-equilibrium geometry.

Structure (XYZ):
```
171
Properties=species:S:1:pos:R:3:forces:R:3
C -2.454 4.355 -1.903 -1.363 0.529 0.753
C -3.429 3.357 -1.178 -0.438 -0.777 -0.059
C -4.496 2.777 -2.003 0.168 -0.614 2.780
C -5.442 1.891 -1.350 1.712 1.086 0.657
C -5.303 1.589 0.082 0.487 0.542 -0.464
C -4.244 2.114 0.926 0.670 1.087 -3.248
C -4.028 1.891 2.438 -1.196 0.956 0.035
C -3.631 0.500 3.030 0.093 -0.751 0.135
S -4.138 0.725 4.843 -0.079 1.061 0.016
C -4.514 -0.818 2.610 0.492 0.712 0.868
C -6.031 -0.463 2.689 -1.604 0.242 0.187
C -7.108 -1.174 1.791 -0.412 0.391 -0.014
O -8.299 -0.334 1.818 0.854 0.189 0.331
C -7.620 -2.594 2.240 -0.490 0.181 0.580
N -8.912 -2.953 1.601 0.629 0.178 0.038
O -4.251 -1.664 3.789 0.542 1.183 -0.442
N -5.018 -2.794 3.829 -1.573 -0.764 0.333
O -5.524 -2.910 4.887 0.803 -0.169 -0.454
C -3.861 -1.594 1.409 1.402 0.186 -0.430
F -3.346 -0.766 0.385 -1.097 -0.400 1.371
P -4.635 -3.060 0.497 0.601 -3.270 -0.618
S -4.361 -4.833 1.310 -0.262 0.664 0.027
O -2.706 -2.296 1.972 -0.615 1.737 -0.353
S -1.435 -1.339 2.318 4.781 -3.501 -0.567
O -0.613 -1.276 1.103 -2.392 1.422 0.871
O -0.624 -2.042 3.314 -2.329 1.306 0.093
C -2.019 0.319 2.892 0.310 2.672 0.735
N -1.461 0.657 4.181 0.124 -1.965 -0.271
O -1.445 1.196 1.894 -0.940 -0.778 0.713
C -0.076 1.544 2.157 1.383 0.350 -1.663
C 0.600 1.851 0.746 0.762 -0.070 0.836
C 0.341 3.324 0.235 0.977 -0.560 -0.283
C 2.173 1.651 0.916 0.856 0.045 0.615
C 2.693 2.312 2.274 -0.415 -0.534 -0.433
C 2.625 0.143 0.899 0.055 0.571 -0.285
C -3.303 3.028 0.229 -1.371 -0.724 -0.521
H -1.600 4.668 -1.254 -0.615 -0.504 -0.736
H -3.067 5.293 -2.063 0.703 -0.826 0.043
H -2.157 4.007 -2.920 0.001 0.078 0.975
H -4.570 3.047 -3.078 -0.013 -0.337 0.943
H -6.265 1.468 -1.975 0.742 0.274 0.927
H -6.082 0.935 0.524 0.622 0.547 -0.409
H -3.289 2.662 2.799 -0.529 -1.037 -0.441
H -4.979 2.227 2.956 0.891 -0.532 -0.474
H -3.434 -0.124 5.642 -0.109 0.084 -0.941
H -6.288 0.626 2.541 1.005 -1.071 -0.116
H -6.375 -0.619 3.755 0.694 -0.027 -1.034
H -6.774 -1.100 0.719 -0.388 -0.443 0.864
H -8.341 0.137 2.670 0.000 -0.327 -0.375
H -7.850 -2.520 3.345 0.463 -0.072 -1.030
H -6.886 -3.432 2.136 -0.445 0.779 -0.118
H -8.939 -2.601 0.639 -0.080 -0.196 0.429
H -9.673 -2.495 2.107 0.423 -0.129 -0.404
H -3.891 -3.165 -0.729 -0.425 1.097 0.571
H -5.981 -2.979 0.096 0.276 0.949 0.059
H -0.594 0.191 4.426 -0.124 0.297 -0.145
H -1.500 1.641 4.419 -0.031 -0.283 -0.178
H -0.009 2.470 2.795 -0.120 -1.054 -0.415
H 0.542 0.705 2.585 -1.021 0.756 -0.139
H 0.259 1.053 0.029 0.047 0.959 0.641
H -0.090 3.257 -0.791 0.067 0.403 0.981
H -0.235 3.969 0.942 0.131 -0.657 -0.711
H 1.355 3.811 0.130 -1.104 -0.313 0.043
H 2.732 2.173 0.085 -0.876 -0.495 0.590
H 2.480 1.586 3.099 0.235 0.711 -0.475
H 2.138 3.260 2.489 0.709 -0.622 -0.151
H 3.801 2.483 2.256 -1.038 -0.047 -0.045
H 2.211 -0.376 1.800 0.256 0.105 -0.898
H 3.750 0.059 0.944 -1.083 0.193 0.059
H 2.299 -0.334 -0.065 0.138 0.187 1.042
H -2.485 3.491 0.836 -0.802 -0.513 -0.768
C 8.045 -0.983 -0.112 0.053 0.138 -0.052
C 7.989 -2.259 0.503 -0.052 -0.122 0.115
C 6.708 -2.730 0.348 -0.097 0.010 0.044
N 5.990 -1.786 -0.330 -0.027 0.004 -0.041
C 6.798 -0.720 -0.620 -0.120 0.008 0.051
H 8.902 -0.331 -0.176 -0.011 -0.078 -0.028
H 8.795 -2.775 1.001 -0.033 0.007 -0.059
H 6.247 -3.653 0.663 0.051 0.005 -0.095
H 5.016 -1.865 -0.580 0.050 -0.087 0.040
H 6.415 0.132 -1.159 -0.012 0.060 0.202
C 0.565 0.215 8.186 0.087 0.076 0.124
C -0.519 0.076 7.280 -0.124 0.120 -0.059
C -1.482 0.981 7.656 -0.094 -0.010 -0.062
N -1.024 1.653 8.755 0.096 -0.049 -0.059
C 0.225 1.196 9.081 -0.006 0.005 0.049
H 1.488 -0.342 8.181 -0.054 0.026 0.006
H -0.586 -0.608 6.449 -0.021 -0.042 0.115
H -2.454 1.201 7.238 0.126 -0.006 0.039
H -1.526 2.372 9.247 0.050 -0.073 -0.047
H 0.762 1.608 9.921 -0.009 -0.048 -0.048
C -8.520 4.308 -4.516 -0.036 0.046 -0.150
C -7.698 4.129 -3.373 0.119 -0.022 0.085
C -6.766 5.134 -3.381 0.077 0.035 -0.007
N -6.989 5.910 -4.486 -0.056 -0.082 0.042
C -8.060 5.417 -5.181 -0.005 0.059 -0.143
H -9.355 3.694 -4.817 -0.002 0.059 0.053
H -7.782 3.353 -2.630 0.004 0.070 -0.018
H -5.964 5.363 -2.697 -0.063 -0.051 -0.001
H -6.451 6.718 -4.747 -0.072 -0.062 0.032
H -8.399 5.895 -6.086 -0.010 -0.031 0.048
C -5.488 3.073 -8.926 0.056 0.115 0.075
C -6.379 2.126 -9.492 -0.116 -0.098 -0.051
C -7.526 2.145 -8.741 -0.031 -0.014 0.047
N -7.360 3.063 -7.740 -0.002 -0.030 -0.147
C -6.123 3.637 -7.849 -0.008 0.031 0.094
H -4.494 3.314 -9.269 -0.054 -0.007 0.020
H -6.200 1.502 -10.354 -0.016 0.033 0.047
H -8.443 1.585 -8.831 0.065 0.011 -0.016
H -8.042 3.284 -7.034 0.151 0.021 0.021
H -5.802 4.394 -7.151 -0.009 -0.058 -0.018
C 5.783 -4.927 5.451 0.088 0.094 0.078
C 5.171 -5.627 4.380 -0.050 -0.068 -0.131
C 5.461 -4.943 3.228 0.002 0.070 -0.050
N 6.220 -3.854 3.562 0.028 -0.032 0.059
C 6.425 -3.841 4.915 -0.006 0.061 -0.004
H 5.756 -5.191 6.497 0.006 0.014 -0.057
H 4.585 -6.530 4.447 0.028 0.053 -0.015
H 5.191 -5.136 2.201 -0.042 -0.037 0.074
H 6.574 -3.170 2.914 -0.021 -0.052 0.040
H 7.008 -3.060 5.378 -0.041 -0.050 -0.001
C 2.797 -4.424 -0.644 0.202 0.075 0.073
C 1.719 -4.568 -1.553 -0.127 -0.006 -0.166
C 0.732 -3.700 -1.153 0.048 0.031 0.127
N 1.171 -3.044 -0.037 0.197 0.004 -0.064
C 2.428 -3.474 0.278 -0.001 0.078 -0.016
H 3.737 -4.955 -0.663 -0.058 -0.013 0.002
H 1.671 -5.229 -2.403 0.002 0.030 0.051
H -0.243 -3.496 -1.565 0.047 -0.039 0.016
H 0.645 -2.346 0.477 0.108 -0.291 -0.156
H 2.951 -3.069 1.131 -0.038 -0.090 0.020
C 7.294 1.203 -5.691 -0.152 -0.022 0.007
C 8.389 1.612 -4.886 0.095 0.049 0.102
C 8.282 0.953 -3.688 -0.017 -0.017 0.136
N 7.163 0.166 -3.738 -0.024 0.052 -0.203
C 6.559 0.309 -4.957 -0.070 -0.015 0.031
H 7.072 1.527 -6.696 -0.054 -0.029 0.065
H 9.167 2.310 -5.154 -0.022 -0.050 0.025
H 8.903 0.977 -2.806 0.009 0.008 -0.064
H 6.836 -0.427 -2.992 0.196 -0.022 -0.184
H 5.659 -0.236 -5.196 0.052 0.039 -0.020
C 10.227 3.382 -0.795 -0.096 -0.069 -0.063
C 11.322 3.792 0.009 0.093 0.001 0.118
C 11.217 3.134 1.208 0.005 0.018 0.055
N 10.099 2.346 1.161 0.054 -0.005 -0.044
C 9.493 2.488 -0.058 -0.094 -0.018 -0.026
H 10.003 3.705 -1.800 -0.001 -0.027 0.051
H 12.099 4.489 -0.261 -0.037 -0.045 0.019
H 11.839 3.159 2.088 -0.020 0.021 -0.061
H 9.773 1.755 1.905 0.026 0.047 -0.083
H 8.593 1.943 -0.295 0.013 0.091 0.009
C 10.016 -0.356 -9.269 -0.032 0.026 0.101
C 10.140 0.226 -10.558 -0.004 0.089 -0.107
C 9.482 1.428 -10.527 -0.042 0.056 -0.069
N 8.961 1.592 -9.271 0.078 -0.065 -0.019
C 9.287 0.511 -8.497 -0.003 -0.056 0.064
H 10.417 -1.304 -8.945 -0.023 0.056 -0.003
H 10.655 -0.190 -11.410 -0.029 0.034 0.040
H 9.338 2.178 -11.288 0.018 -0.062 0.020
H 8.424 2.384 -8.965 0.073 -0.070 -0.025
H 8.972 0.453 -7.469 0.054 -0.058 -0.061
C -7.089 -7.128 5.651 0.083 0.084 0.091
C -7.695 -7.802 4.560 -0.061 -0.066 -0.129
C -7.372 -7.108 3.422 -0.005 0.070 -0.067
N -6.600 -6.038 3.783 -0.079 -0.025 0.126
C -6.419 -6.046 5.140 -0.023 0.027 -0.016
H -7.139 -7.404 6.692 0.019 0.013 -0.053
H -8.297 -8.696 4.604 0.036 0.044 -0.012
H -7.626 -7.282 2.388 -0.001 0.003 0.062
H -6.223 -5.352 3.146 0.100 -0.185 0.024
H -5.831 -5.283 5.622 -0.049 -0.071 0.003
```
Forces are in eV/Å.

Summary:
- Net charge: 0
- Calculated total energy: -5249.28696 Ha
- Spin multiplicity: 1

---

No. 2
DFT (ωB97M-V with the def2-TZVPD basis set) results for 10 unconnected molecules or ions with the total composition H20O10 in a non-equilibrium geometry.

Structure (XYZ):
```
30
Properties=species:S:1:pos:R:3:forces:R:3
O 0.892 -2.175 -1.125 0.248 0.396 0.058
H 1.202 -3.021 -1.430 0.313 -0.344 -0.267
H 1.570 -1.439 -1.277 -0.591 -0.564 0.243
O -1.639 -1.504 -1.542 0.967 -0.235 2.386
H -0.658 -1.681 -1.650 -1.172 0.204 -0.124
H -1.679 -1.627 -0.527 -0.471 0.057 -2.044
O 2.354 -0.144 -1.030 0.996 2.226 -1.411
H 3.192 -0.280 -1.540 -1.024 0.530 0.556
H 1.981 0.873 -1.227 0.429 -2.171 0.126
O -1.781 1.251 -1.529 2.445 -2.528 3.228
H -1.990 0.283 -1.231 0.596 1.646 -1.579
H -2.391 1.554 -2.120 -2.749 0.859 -2.549
O -2.294 -1.341 1.236 0.045 -2.688 0.251
H -2.396 -0.426 1.355 -0.064 2.922 0.169
H -2.952 -1.732 1.827 0.160 -0.118 -0.264
O -2.259 1.498 1.124 1.853 -0.282 2.768
H -1.270 1.674 1.232 -1.437 -0.188 0.037
H -2.378 1.632 0.216 -0.304 0.430 -2.340
O 2.372 0.096 1.644 0.462 0.886 0.103
H 2.720 -0.044 0.738 -0.606 0.000 0.608
H 1.668 -0.560 1.792 0.013 -0.393 -0.122
O 0.555 2.191 1.395 0.944 -0.342 0.535
H 0.682 2.984 1.954 0.033 -0.813 -0.336
H 1.257 1.482 1.651 -0.788 1.030 -0.433
O 1.058 2.136 -1.510 -0.832 -1.767 -2.892
H 0.197 1.758 -1.949 1.819 1.113 1.830
H 0.888 2.467 -0.646 -0.907 0.310 1.468
O 0.647 -1.903 1.682 -2.486 -0.346 0.083
H -0.379 -1.906 1.747 2.386 0.189 -0.269
H 0.829 -2.098 0.741 -0.276 -0.019 0.180
```
Forces are in eV/Å.

Summary:
- Net charge: 0
- Calculated total energy: -764.42338 Ha
- Spin multiplicity: 1

---

| no. | lowest unoccupied orbital energy (eV) |
| --- | --- |
| 1 | -0.88 |
| 2 | 0.31 |